# 1
Formula: C3H9NO2
Source: OMol25
Level of theory: ωB97M-V/def2-TZVPD

Last column: natural (NBO) charge in e.
Atoms and positions in Å:
C: -1.9738 -0.4575 -0.3238  -0.66
C: -0.4872 0.4819 -0.3553  0.10
O: -0.7774 1.7952 -0.0270  -0.71
C: 0.0911 -0.3066 0.7210  -0.09
O: 1.6135 0.3558 0.7092  -0.49
N: 2.4540 -0.5151 -0.0797  -0.55
H: -1.8485 -1.2668 -1.0446  0.21
H: -2.7375 0.2417 -0.6676  0.22
H: -2.3408 -0.8446 0.6285  0.21
H: -0.0320 0.3638 -1.3376  0.19
H: -0.0800 2.3550 -0.4028  0.48
H: 0.2817 -1.3537 0.4955  0.22
H: -0.2778 -0.0725 1.7171  0.21
H: 3.0129 0.1304 -0.6392  0.34
H: 3.1017 -0.9070 0.6066  0.33

Atomic forces in eV per Å
1.05 2.10 -1.48
-4.51 -3.01 0.56
0.27 0.67 -0.23
5.12 1.87 -0.14
-1.52 -1.59 0.45
-0.22 0.41 0.47
-0.11 0.02 0.11
-0.06 -0.16 -0.21
0.69 0.13 0.17
0.05 -0.17 0.17
-0.25 -0.20 0.33
-0.27 0.12 0.11
-0.05 -0.08 -0.18
-0.14 -0.12 0.08
-0.06 0.01 -0.20

Output
E = -324.8100 a.u.
structure (SMILES) = C[C@@H](O)CON
orbital gap = 9.83 eV
spin multiplicity = 1
lowest unoccupied orbital energy = 0.971 eV
charge = 0
energy relative to the best compared isomer or geometry (same formula, charge and spin) = 426.9 kJ/mol

=====

# 2
Formula: C23H17ClF5N2O5PbSTe
Source: OMol25
Level of theory: ωB97M-V/def2-TZVPD

Last column: natural (NBO) charge in e.
Atoms and positions in Å:
Pb: -0.2879 -0.3637 -0.9327  1.52
Cl: 5.5619 4.2109 1.0155  0.22
C: 4.4663 3.0800 0.4270  0.16
C: 4.9312 1.7770 0.0918  -0.24
C: 4.0678 0.8696 -0.4144  -0.06
C: 2.6687 1.1973 -0.6792  0.55
O: 1.9828 0.4669 -1.3909  -0.51
C: 2.1769 2.4764 -0.1124  0.09
C: 0.7913 2.7808 0.0764  0.11
N: -0.2406 2.0978 -0.3000  -0.40
C: -1.4864 2.5393 0.0948  0.16
C: -1.7866 3.8939 0.2083  -0.19
C: -2.9776 4.3369 0.7775  -0.21
C: -3.8554 3.4341 1.3243  -0.11
C: -3.6192 2.0496 1.1997  -0.10
C: -4.4833 1.0851 1.7605  -0.08
C: -4.2636 -0.2439 1.5110  -0.24
C: -3.2107 -0.6000 0.6598  0.13
N: -2.3737 0.2818 0.1584  -0.53
C: -2.4966 1.5869 0.4587  0.17
C: 3.1128 3.4002 0.3363  -0.25
H: 5.9649 1.5203 0.2742  0.26
H: 4.3721 -0.1343 -0.6674  0.27
H: 0.6361 3.6565 0.7124  0.20
H: -1.0865 4.6180 -0.1784  0.23
H: -3.1800 5.3958 0.8168  0.24
H: -4.7434 3.7664 1.8388  0.23
H: -5.2944 1.4103 2.3955  0.24
H: -4.8877 -1.0066 1.9460  0.25
H: -3.0362 -1.6356 0.4041  0.22
H: 2.7860 4.3670 0.6924  0.25
C: 0.1712 -8.5169 -0.7358  -0.64
C: 0.1862 -7.1781 -0.0852  0.03
C: 1.3807 -6.5146 0.1966  -0.21
C: 1.3658 -5.2312 0.7129  -0.16
C: 0.1513 -4.6260 0.9852  -0.37
C: -1.0483 -5.2721 0.7342  -0.12
C: -1.0270 -6.5514 0.2156  -0.23
S: 0.1388 -2.8891 1.3438  2.40
O: -1.1643 -2.4785 1.7527  -0.94
O: 1.2215 -2.6459 2.3374  -0.89
O: 0.5130 -2.3721 0.0142  -1.03
H: 1.1608 -8.8117 -1.0682  0.22
H: -0.5077 -8.5056 -1.5859  0.23
H: -0.2011 -9.2642 -0.0367  0.23
H: 2.3241 -6.9921 -0.0218  0.22
H: 2.2750 -4.6830 0.9014  0.24
H: -1.9723 -4.7603 0.9533  0.22
H: -1.9543 -7.0651 0.0090  0.22
F: 2.7035 -1.1588 1.1386  -0.65
Te: 1.2744 -0.6038 2.4103  3.32
F: 0.0598 -1.1047 3.8314  -0.60
F: 2.4668 1.0355 1.7743  -0.66
F: 0.9198 1.0291 3.4700  -0.63
F: 2.6968 -0.8508 3.6559  -0.57
O: 0.0732 -0.0254 1.2399  -1.23

Atomic forces in eV per Å
-0.42 -0.76 -0.34
-0.20 -0.16 -0.08
-0.12 -0.19 -0.08
0.02 -0.63 -0.26
0.90 0.02 0.39
-0.60 -0.83 -0.30
1.09 1.03 0.56
0.84 0.41 0.57
-1.32 0.38 0.18
1.36 0.12 -0.09
-0.99 0.84 0.31
0.27 -0.53 -0.07
-0.34 -0.05 0.20
0.31 0.15 -0.07
0.26 -0.03 -0.33
0.19 -0.36 -0.15
-0.16 0.33 0.12
-0.01 0.14 -0.04
0.19 -0.28 0.10
-0.39 0.50 0.37
-0.87 -0.02 -0.31
0.02 0.04 -0.03
0.03 -0.07 -0.04
-0.03 -0.06 -0.09
0.09 0.09 -0.03
-0.04 0.07 0.03
-0.11 0.06 0.05
-0.11 0.01 -0.01
-0.05 -0.10 0.00
-0.02 -0.04 -0.01
-0.05 0.00 0.06
-0.08 -0.22 0.08
-0.08 0.43 0.12
-0.25 0.04 -0.06
-0.02 0.01 0.20
0.24 0.23 0.34
-0.03 0.20 0.30
0.34 0.04 -0.09
-1.94 -3.65 -2.57
-0.36 0.01 0.38
0.16 0.27 0.15
0.37 0.21 -0.05
0.07 -0.08 -0.06
0.02 -0.08 -0.11
0.02 -0.15 0.01
0.08 -0.05 -0.03
0.22 -0.04 -0.01
-0.16 -0.03 0.01
-0.10 -0.03 -0.02
-1.12 -0.01 0.24
4.18 3.96 5.39
0.61 -0.21 -1.22
-0.16 0.02 -0.69
0.13 -0.94 -0.72
-1.08 -0.10 -0.94
-0.78 0.09 -1.26

Output
E = -3190.6253 a.u.
orbital gap = 4.40 eV
spin multiplicity = 1
lowest unoccupied orbital energy = -7.000 eV
charge = +1
energy relative to the best compared isomer or geometry (same formula, charge and spin) = 385.7 kJ/mol

=====

# 3
Formula: H12NaO6
Source: OMol25
Level of theory: ωB97M-V/def2-TZVPD

Last column: natural (NBO) charge in e.
Atoms and positions in Å:
Na: 0.5972 0.0399 -0.4310  1.00
O: 4.2149 0.4514 -1.0875  -0.96
H: 4.1287 1.4035 -1.1347  0.47
H: 4.8084 0.2283 -1.8045  0.48
O: -0.1238 0.0104 -4.0426  -0.96
H: 0.5101 -0.4454 -4.5963  0.48
H: -0.4266 0.7438 -4.5781  0.48
O: -2.5404 2.5757 -0.1314  -0.95
H: -2.9288 3.3700 -0.4980  0.48
H: -3.0897 1.8651 -0.4624  0.47
O: -0.0096 -2.5364 2.6781  -0.96
H: 0.3620 -3.2863 3.1425  0.48
H: -0.1709 -1.8864 3.3621  0.48
O: -3.0098 -2.2779 -0.7805  -0.95
H: -3.2977 -3.1201 -1.1326  0.48
H: -3.0541 -2.3871 0.1694  0.47
O: 1.1868 1.5419 3.4851  -0.96
H: 1.8091 1.2461 4.1496  0.48
H: 1.0340 2.4637 3.6929  0.48

Atomic forces in eV per Å
-0.04 -0.06 -0.05
-0.55 -0.12 0.20
0.15 0.31 0.02
0.21 -0.15 -0.19
0.08 -0.02 0.54
0.15 -0.19 -0.19
-0.16 0.22 -0.14
0.43 -0.23 0.08
-0.08 0.28 -0.06
-0.28 -0.18 -0.06
-0.03 0.21 -0.40
0.11 -0.27 0.07
-0.08 0.19 0.24
0.26 0.36 -0.05
-0.09 -0.21 -0.17
-0.07 -0.07 0.29
-0.11 -0.22 -0.36
0.19 -0.11 0.18
-0.10 0.27 0.06

Output
E = -620.7341 a.u.
orbital gap = 10.17 eV
spin multiplicity = 1
lowest unoccupied orbital energy = -4.124 eV
charge = +1
energy relative to the best compared isomer or geometry (same formula, charge and spin) = 221.4 kJ/mol

=====

Q: Number 2 is which compound?
A: C23H17ClF5N2O5PbSTe

=====

Q: Which value of charge does entry 1 give?
A: 0